Record 1
Molecular formula: C3H11N2
Method: DFT, ωB97M-V with the def2-TZVPD basis set

Its charge is +1. For the energy relative to the best compared isomer or geometry (same formula, charge and spin), the calculation gives 1.309 eV. For the frontier orbital gap, the calculation gives 0.3581 hartree. As for the structure (SMILES): C[C@H]([NH3+])CN. Its spin multiplicity is 1. The total energy is -230.134271 Ha.

Last column: natural (NBO) charge in e.
Positions of all 16 atoms, in Å:
C 0.660530 1.382115 0.395687  -0.652
C 0.096945 -0.091613 0.422988  -0.068
N 1.169835 -1.079173 0.747213  -0.691
C -0.769037 -0.599370 -0.757781  -0.215
N -1.830922 0.320460 -0.943596  -0.829
H 1.120361 1.587282 -0.589305  0.231
H -0.178093 2.155998 0.507212  0.265
H 1.436834 1.544535 1.136487  0.229
H -0.657148 -0.099697 1.233760  0.233
H 0.758510 -2.055045 0.856755  0.457
H 1.966575 -1.092416 0.077101  0.453
H 1.472876 -0.742080 1.691239  0.456
H -1.228013 -1.546533 -0.316217  0.192
H -0.088132 -0.956305 -1.605926  0.173
H -2.232589 -0.054099 -1.759181  0.379
H -1.698533 1.325942 -1.096437  0.387

Cartesian forces, eV/Å:
-1.0 -0.2 -1.4
-1.6 1.5 -0.2
-0.2 -0.5 1.3
2.2 -1.1 1.7
-0.4 0.3 -0.3
-0.1 -0.1 0.4
1.2 -1.4 0.1
-0.1 0.1 0.3
0.8 -0.3 0.1
0.8 1.4 -0.2
-0.6 0.0 0.5
0.4 -0.9 -0.9
0.4 0.8 -0.8
-0.9 0.9 0.5
-1.6 0.1 -1.2
0.7 -0.8 0.1

Record 2
Molecular formula: C3H11N2
Method: DFT, ωB97M-V with the def2-TZVPD basis set

Its charge is +2. For the energy relative to the best compared isomer or geometry (same formula, charge and spin), the calculation gives 7.912 eV. For the frontier orbital gap (alpha / beta), the calculation gives 0.2153 / 0.2034 hartree. As for the expectation value of S²: 0.76. Its spin multiplicity is 2. The total energy is -229.409107 Ha.

Last column: natural (NBO) charge in e.
Positions of all 16 atoms, in Å:
N -1.445773 -0.705330 -0.802858  -0.218
C -0.185796 -0.109121 -0.399246  -0.050
C 0.971668 -0.957413 -0.925870  -0.647
C -0.165522 0.131661 1.157800  -0.248
N 0.860387 1.097562 1.478514  -0.600
H -0.666691 2.038166 -0.466424  0.453
H -1.458188 -1.608934 -1.292123  0.465
H -2.083898 0.011613 -1.158843  0.432
H 0.016743 0.921691 -0.886013  0.200
H 0.877825 -1.958037 -0.474685  0.291
H 1.970905 -0.564767 -0.642376  0.310
H 1.008620 -1.148831 -1.997008  0.284
H -1.186676 0.317620 1.479420  0.241
H 0.128439 -0.828143 1.617333  0.301
H 0.591932 1.921810 0.869263  0.343
H 0.766026 1.440452 2.443117  0.443

Cartesian forces, eV/Å:
1.3 2.0 -1.2
-0.2 -2.2 1.7
1.4 -0.4 -0.1
0.7 -1.2 0.0
-2.5 1.2 -1.3
1.3 -1.1 -0.1
-0.2 -0.3 0.5
-0.9 -0.6 0.2
-0.9 1.9 -0.3
-0.1 0.2 0.2
-0.7 0.0 0.0
-0.4 0.5 -0.2
0.0 0.3 0.4
-0.2 0.0 -0.1
1.1 0.1 0.2
0.3 -0.4 0.0

Record 3
Molecular formula: C3H11N2
Method: DFT, ωB97M-V with the def2-TZVPD basis set

Its charge is +2. For the energy relative to the best compared isomer or geometry (same formula, charge and spin), the calculation gives 3.925 eV. For the frontier orbital gap (alpha / beta), the calculation gives 0.4053 / 0.2484 hartree. As for the expectation value of S²: 0.76. Its spin multiplicity is 2. The total energy is -229.555597 Ha.

Last column: natural (NBO) charge in e.
Positions of all 16 atoms, in Å:
C -1.078958 1.730225 -1.708409  -0.496
N -0.274588 0.429874 -1.618971  -0.336
H -0.806132 2.500720 -0.975802  0.296
H -0.829027 2.268666 -2.632223  0.355
H -2.179683 1.571488 -1.779193  0.289
H -0.648835 -0.216128 -2.241014  0.432
H 0.146269 0.175267 0.080542  0.422
H 0.617926 0.627519 -1.828855  0.406
C 1.694412 -0.753975 1.445277  -0.407
C -0.703063 -1.114826 1.399722  0.173
N 0.378689 -0.586955 0.838521  -0.412
H 2.196871 -1.470084 0.925233  0.257
H 1.422481 -1.166333 2.408527  0.247
H 2.180238 0.181688 1.566324  0.253
H -1.464965 -1.370421 0.611400  0.237
H -0.838203 -1.171364 2.508683  0.285

Cartesian forces, eV/Å:
-0.7 -1.4 1.0
-4.8 4.9 -0.5
0.1 -0.4 0.3
0.7 -0.3 -0.8
0.9 -0.3 0.4
-1.1 -2.5 -1.0
0.8 -2.5 1.1
4.9 0.5 -0.4
-2.1 1.8 2.0
0.6 1.2 -2.1
-2.5 0.6 0.6
1.7 -1.8 -1.6
0.5 -0.1 0.5
0.7 0.7 -0.1
-0.1 0.7 1.6
0.5 -1.1 -1.0

Record 4
Molecular formula: C3H11N2O
Method: DFT, ωB97M-V with the def2-TZVPD basis set

Its charge is +1. For the energy relative to the best compared isomer or geometry (same formula, charge and spin), the calculation gives 0.773 eV. For the frontier orbital gap, the calculation gives 0.3918 hartree. Its spin multiplicity is 1. The total energy is -305.424311 Ha.

Last column: natural (NBO) charge in e.
Positions of all 17 atoms, in Å:
C 1.515247 0.251130 2.206727  -0.427
N 0.208054 0.000326 1.538318  -0.680
H 0.409603 -0.559433 0.701374  0.444
H -0.146499 0.859893 1.096061  0.463
H -0.587784 -0.420713 2.015393  0.456
H 1.395824 1.079047 2.897296  0.243
H 1.913399 -0.605357 2.746372  0.246
H 2.260429 0.441489 1.462198  0.236
C -0.303042 0.687613 -2.198923  -0.741
C -1.137082 0.020055 -1.129188  0.657
O -1.839190 0.697815 -0.399275  -0.626
N -1.040477 -1.319180 -1.039706  -0.847
H -0.466386 0.246641 -3.187758  0.251
H 0.775141 0.623454 -2.035250  0.232
H -1.811989 -1.849081 -0.657036  0.420
H -0.484501 -1.851879 -1.689780  0.411
H -0.660751 1.698185 -2.326817  0.264

Cartesian forces, eV/Å:
0.0 -0.1 1.2
0.6 0.3 -1.6
-0.5 -0.5 0.3
-0.2 0.1 0.4
0.3 -0.1 0.5
0.1 0.1 -0.1
-0.6 -0.2 0.1
0.1 0.5 -0.6
-0.1 -0.3 -0.8
0.0 1.3 -1.1
0.0 -0.4 0.6
0.1 -1.4 0.4
0.0 -0.4 0.2
-0.1 0.2 0.2
0.0 0.2 0.3
0.0 0.3 -0.3
0.3 0.4 0.4

Record 5
Molecular formula: C3H11N2O
Method: DFT, ωB97M-V with the def2-TZVPD basis set

Its charge is +1. For the energy relative to the best compared isomer or geometry (same formula, charge and spin), the calculation gives 0.684 eV. For the frontier orbital gap, the calculation gives 0.4056 hartree. Its spin multiplicity is 1. The total energy is -305.427599 Ha.

Last column: natural (NBO) charge in e.
Positions of all 17 atoms, in Å:
C 2.069990 0.168977 1.378560  -0.436
N 1.616082 1.433516 0.672825  -0.685
H 0.581701 1.384667 0.560056  0.481
H 2.120157 1.498896 -0.205435  0.444
H 1.722480 2.238061 1.277735  0.434
H 1.267620 -0.518328 1.363648  0.271
H 3.019617 -0.261950 1.055361  0.241
H 2.463936 0.526975 2.317012  0.225
C -1.189337 -0.678816 -1.879674  -0.737
C -1.361423 -0.539612 -0.385392  0.724
O -0.427221 -0.139210 0.305557  -0.734
N -2.629011 -0.761439 0.044689  -0.777
H -1.880893 -0.028212 -2.418137  0.251
H -1.293848 -1.684339 -2.285737  0.253
H -2.684159 -1.076428 1.000748  0.411
H -3.195460 -1.231033 -0.633874  0.404
H -0.200238 -0.331727 -2.167948  0.231

Cartesian forces, eV/Å:
1.7 1.1 0.8
-0.3 -0.8 0.4
0.5 -0.7 -0.7
-0.4 0.6 -0.2
0.8 0.3 -0.1
-0.5 -0.6 0.4
-0.4 0.2 -1.3
-0.9 -0.2 1.0
0.5 0.4 -0.6
-0.3 0.4 -1.3
-0.7 -0.2 0.4
1.3 -0.3 0.4
-0.2 -0.1 0.1
-0.2 -0.1 0.3
-0.5 0.2 0.2
-0.5 -0.2 0.1
0.1 -0.1 0.2

Record 6
Molecular formula: C3H11N2O
Method: DFT, ωB97M-V with the def2-TZVPD basis set

Its charge is +1. For the energy relative to the best compared isomer or geometry (same formula, charge and spin), the calculation gives 2.178 eV. For the frontier orbital gap, the calculation gives 0.4024 hartree. Its spin multiplicity is 1. The total energy is -305.372675 Ha.

Last column: natural (NBO) charge in e.
Positions of all 17 atoms, in Å:
C -0.158979 -1.923957 -0.090983  -0.614
C 1.073683 -1.036585 -0.472665  -0.215
N 0.569219 2.387981 0.589080  -0.716
C 0.406022 1.280088 -0.129704  0.422
N 1.010769 0.131318 0.393350  -0.530
H -0.211448 -2.040868 1.079514  0.214
H -1.111223 -1.459909 -0.197980  0.219
H -0.031690 -2.850502 -0.606557  0.231
H 2.015614 -1.377977 -0.239081  0.214
H 1.096855 -0.884668 -1.453399  0.206
H 1.244006 2.252909 1.501122  0.437
H 0.326133 3.281633 0.268647  0.436
H -0.115308 1.158179 -1.035786  0.259
H 1.555309 0.056178 1.221590  0.421
H -2.869581 0.865448 0.211197  0.494
H -2.617586 -0.304728 -0.680800  0.485
O -2.181796 0.465459 -0.357545  -0.964

Cartesian forces, eV/Å:
1.9 0.0 2.7
-3.2 -0.9 4.7
2.2 -2.7 2.4
3.6 -2.2 4.8
-2.4 3.5 -4.1
0.7 -0.4 -2.1
-0.3 0.4 -1.0
-0.5 -0.8 0.0
1.9 -2.0 0.5
-0.1 1.5 -4.1
-2.5 1.0 -3.2
-0.4 1.3 -0.3
-0.6 0.3 -0.9
0.2 0.6 0.7
0.5 -0.1 -0.4
-0.5 -1.0 -0.6
-0.4 1.3 0.9

Repeat the third record exactly.
Molecular formula: C3H11N2
Method: DFT, ωB97M-V with the def2-TZVPD basis set

Its charge is +2. For the energy relative to the best compared isomer or geometry (same formula, charge and spin), the calculation gives 3.925 eV. For the frontier orbital gap (alpha / beta), the calculation gives 0.4053 / 0.2484 hartree. As for the expectation value of S²: 0.76. Its spin multiplicity is 2. The total energy is -229.555597 Ha.

Last column: natural (NBO) charge in e.
Positions of all 16 atoms, in Å:
C -1.078958 1.730225 -1.708409  -0.496
N -0.274588 0.429874 -1.618971  -0.336
H -0.806132 2.500720 -0.975802  0.296
H -0.829027 2.268666 -2.632223  0.355
H -2.179683 1.571488 -1.779193  0.289
H -0.648835 -0.216128 -2.241014  0.432
H 0.146269 0.175267 0.080542  0.422
H 0.617926 0.627519 -1.828855  0.406
C 1.694412 -0.753975 1.445277  -0.407
C -0.703063 -1.114826 1.399722  0.173
N 0.378689 -0.586955 0.838521  -0.412
H 2.196871 -1.470084 0.925233  0.257
H 1.422481 -1.166333 2.408527  0.247
H 2.180238 0.181688 1.566324  0.253
H -1.464965 -1.370421 0.611400  0.237
H -0.838203 -1.171364 2.508683  0.285

Cartesian forces, eV/Å:
-0.7 -1.4 1.0
-4.8 4.9 -0.5
0.1 -0.4 0.3
0.7 -0.3 -0.8
0.9 -0.3 0.4
-1.1 -2.5 -1.0
0.8 -2.5 1.1
4.9 0.5 -0.4
-2.1 1.8 2.0
0.6 1.2 -2.1
-2.5 0.6 0.6
1.7 -1.8 -1.6
0.5 -0.1 0.5
0.7 0.7 -0.1
-0.1 0.7 1.6
0.5 -1.1 -1.0